# 1
{"formula": "CH5NOS", "method": "wB97M-V/def2-TZVPD", "gap_ev": 9.73, "species": ["C", "N", "O", "S", "H", "H", "H", "H", "H"], "positions_angstrom": [[0.111826, -0.249172, 1.274019], [-0.140578, 0.953138, -1.162027], [-0.417439, -1.590549, -0.915563], [0.649524, -0.753011, -0.394974], [0.811075, -0.625952, 2.027133], [-0.925765, -0.676249, 1.377641], [0.247600, 0.833854, 1.196489], [0.481353, 1.619613, -1.725360], [-0.817597, 0.488328, -1.677356]], "atomic_forces_ev_per_a": [[0.23, -0.35, -0.40], [3.88, 0.64, 2.07], [-0.36, -1.59, -0.16], [-1.38, 3.54, -0.97], [-0.23, -0.24, -0.11], [1.04, 0.90, 0.00], [-0.72, -0.18, 0.46], [-1.10, -1.80, 0.84], [-1.36, -0.91, -1.73]], "mulliken_charge": [-0.68, -0.64, -0.57, 0.55, 0.29, 0.26, 0.30, 0.22, 0.27]}

# 2
{"formula": "CH5NOS2", "method": "wB97M-V/def2-TZVPD", "gap_ev": 8.79, "smiles": "NC=O.SS", "species": ["N", "C", "O", "H", "H", "H", "S", "S", "H", "H"], "positions_angstrom": [[-0.666750, -1.431636, 0.406932], [0.235518, -1.040165, 1.401231], [1.173956, -0.304767, 1.173880], [-0.189954, -1.122081, -0.438888], [-1.584833, -1.312183, 0.427467], [0.200888, -1.489413, 2.486033], [-0.550938, 2.503764, -1.261499], [0.951719, 1.203392, -1.532746], [-1.232886, 1.831570, -2.247297], [1.663280, 1.161520, -0.415112]], "atomic_forces_ev_per_a": [[6.55, -0.30, 0.03], [0.00, -0.22, 1.76], [-0.19, -0.68, 0.07], [-0.81, 0.11, -0.25], [-4.73, 0.43, 0.61], [-0.77, 0.56, -1.88], [-1.45, 0.53, -0.16], [1.70, -1.30, -1.57], [0.12, 0.56, 0.73], [-0.44, 0.32, 0.67]], "mulliken_charge": [-0.40, 0.12, -0.45, 0.24, 0.22, 0.29, -0.15, -0.24, 0.16, 0.20]}

# 3
{"formula": "CH5NOS2", "method": "wB97M-V/def2-TZVPD", "gap_ev": 8.60, "smiles": "CSNSO", "species": ["C", "S", "N", "S", "O", "H", "H", "H", "H", "H"], "positions_angstrom": [[-1.839948, -0.433736, 0.338140], [-0.905044, 1.072208, 0.136916], [0.591424, 0.334104, -1.115541], [1.726721, -0.642884, -0.481825], [2.932985, 0.199352, 0.196899], [-2.035822, -0.780729, -0.641084], [-2.829884, -0.008210, 0.829240], [-1.397167, -1.001951, 1.103994], [1.062113, 1.077314, -1.499893], [2.694619, 0.184532, 1.133157]], "atomic_forces_ev_per_a": [[-2.04, 2.92, 1.23], [2.29, 0.00, -1.45], [-2.78, -1.37, 2.94], [-0.62, -1.82, -0.93], [0.01, 0.56, 0.89], [-0.27, -1.13, -0.59], [1.71, -0.90, -1.15], [0.56, -1.43, 0.30], [0.65, 2.73, -1.45], [0.49, 0.44, 0.20]], "mulliken_charge": [-0.76, 0.00, -0.43, 0.15, -0.44, 0.28, 0.28, 0.29, 0.28, 0.33]}

# 4
{"formula": "CH5NOS3", "method": "wB97M-V/def2-TZVPD", "gap_ev": [5.92, 5.92], "species": ["C", "N", "O", "S", "S", "S", "H", "H", "H", "H", "H"], "positions_angstrom": [[-1.475439, 0.441872, 1.676924], [1.364529, -1.057813, -1.014124], [-1.020254, -0.390968, -1.103334], [2.653807, 1.849194, -2.644458], [0.303019, 0.241382, 1.426677], [0.270361, 0.177831, -0.794520], [-1.986923, 0.129391, 0.767914], [-1.686369, 1.483045, 1.903439], [-1.765572, -0.194356, 2.507241], [2.316476, -0.806242, -1.228439], [1.026365, -1.873336, -1.497319]], "atomic_forces_ev_per_a": [[0.24, 0.29, 0.03], [0.23, 0.11, 0.19], [-1.08, -0.34, -0.60], [-0.07, -0.03, 0.07], [0.09, -0.13, -0.66], [1.23, 0.04, 0.93], [-0.07, -0.06, 0.09], [-0.19, -0.02, 0.02], [-0.07, -0.05, 0.00], [-0.01, 0.25, -0.15], [-0.31, -0.08, 0.07]], "mulliken_charge": [-0.71, -0.45, -0.62, -0.03, -0.16, 0.61, 0.29, 0.26, 0.28, 0.26, 0.26]}